DFT (ωB97M-V/def2-TZVPD) results for a 13-piece molecular cluster, C13H52N26O13 overall at a distorted geometry.

Each line ends with the Mulliken charge.
Positions of all 104 atoms, in Å:
C: -7.536 -2.507 -0.745  0.573
O: -6.422 -2.213 -0.484  -0.648
N: -8.222 -1.987 -1.664  -0.352
N: -8.111 -3.479 -0.118  -0.528
H: -9.198 -2.246 -1.633  0.214
H: -7.837 -1.207 -2.177  0.242
H: -8.574 -4.213 -0.635  0.234
H: -7.595 -3.988 0.586  0.261
C: 5.328 -4.585 4.793  0.690
O: 6.390 -4.030 4.810  -0.655
N: 4.978 -5.803 5.126  -0.419
N: 4.276 -3.917 4.499  -0.411
H: 4.025 -6.136 5.090  0.181
H: 5.816 -6.326 5.338  0.231
H: 4.603 -2.984 4.291  0.220
H: 3.326 -4.260 4.474  0.164
C: 1.154 6.307 3.144  0.671
O: 1.208 6.150 1.909  -0.707
N: 2.045 6.779 3.915  -0.363
N: 0.085 5.952 3.797  -0.400
H: 2.928 7.076 3.524  0.229
H: 1.919 6.594 4.900  0.188
H: -0.634 5.584 3.192  0.220
H: -0.070 5.921 4.795  0.161
C: 6.001 5.538 -1.181  0.689
O: 6.883 6.025 -1.828  -0.666
N: 6.002 5.402 0.085  -0.357
N: 4.846 5.269 -1.666  -0.414
H: 6.862 5.623 0.565  0.196
H: 5.119 5.050 0.427  0.158
H: 4.051 5.028 -1.092  0.175
H: 4.745 5.559 -2.628  0.221
C: -3.380 -4.556 -6.640  0.599
O: -4.429 -4.890 -7.092  -0.658
N: -3.333 -3.934 -5.527  -0.419
N: -2.296 -4.722 -7.256  -0.386
H: -4.134 -3.657 -4.978  0.229
H: -2.627 -3.231 -5.359  0.205
H: -1.436 -4.271 -6.976  0.194
H: -2.445 -5.067 -8.193  0.239
C: 7.208 -1.620 -2.355  0.602
O: 7.356 -2.490 -3.190  -0.682
N: 7.518 -0.400 -2.430  -0.349
N: 6.722 -1.866 -1.233  -0.318
H: 7.124 0.145 -1.677  0.172
H: 7.577 -0.016 -3.363  0.240
H: 6.293 -2.726 -0.921  0.224
H: 6.455 -1.038 -0.720  0.111
C: -4.507 8.285 -1.233  0.640
O: -5.606 7.891 -1.220  -0.607
N: -3.446 7.478 -1.191  -0.372
N: -4.262 9.576 -1.157  -0.405
H: -3.548 6.477 -1.270  0.192
H: -2.522 7.826 -0.979  0.160
H: -3.317 9.924 -1.082  0.170
H: -5.095 10.144 -1.097  0.221
C: 0.060 0.062 0.036  0.613
O: -0.788 0.850 0.350  -0.641
N: -0.219 -1.033 -0.712  -0.451
N: 1.287 0.094 0.307  -0.327
H: 0.393 -1.835 -0.757  0.197
H: -1.220 -1.167 -0.721  0.233
H: 1.725 0.771 0.914  0.204
H: 1.931 -0.499 -0.198  0.172
C: 3.198 -7.048 -2.091  0.694
O: 2.782 -6.069 -1.489  -0.665
N: 3.229 -7.169 -3.391  -0.403
N: 3.557 -8.147 -1.544  -0.407
H: 3.164 -8.103 -3.770  0.178
H: 3.434 -6.380 -3.988  0.208
H: 3.907 -8.826 -2.204  0.165
H: 3.537 -8.170 -0.534  0.228
C: -3.311 -6.979 0.441  0.627
O: -4.056 -7.177 1.382  -0.666
N: -3.779 -6.625 -0.696  -0.377
N: -1.977 -7.006 0.573  -0.417
H: -4.787 -6.566 -0.667  0.226
H: -3.167 -6.170 -1.358  0.195
H: -1.212 -6.736 -0.028  0.191
H: -1.665 -6.924 1.530  0.220
C: -3.674 2.567 -4.666  0.603
O: -2.769 1.946 -5.185  -0.626
N: -4.153 3.715 -5.034  -0.383
N: -4.322 2.219 -3.524  -0.397
H: -3.631 4.318 -5.654  0.240
H: -4.813 4.123 -4.386  0.153
H: -5.134 2.797 -3.364  0.183
H: -3.780 1.857 -2.752  0.228
C: 6.401 2.354 4.950  0.589
O: 5.674 2.090 4.033  -0.630
N: 6.436 3.492 5.518  -0.481
N: 7.453 1.706 5.300  -0.374
H: 7.234 4.100 5.402  0.216
H: 5.614 4.079 5.491  0.211
H: 7.328 0.703 5.305  0.238
H: 8.093 2.003 6.022  0.227
C: -7.005 2.422 4.440  0.654
O: -7.055 3.631 4.626  -0.659
N: -6.209 1.838 3.571  -0.353
N: -7.920 1.644 5.083  -0.420
H: -5.555 2.350 2.996  0.204
H: -6.151 0.831 3.520  0.170
H: -7.990 0.672 4.817  0.177
H: -8.358 2.152 5.839  0.228

Summary:
charge	0
ΔE to the lowest compared entry with this formula, charge and spin	321.2	kcal per mole